1.
This record from the Open Molecules 2025 dataset describes a molecular structure, C26H32N3O3SY. The level of theory is the ωB97M-V functional and the def2-TZVPD basis.

Last column: Mulliken charge in e.
Atoms and positions in Å:
Y -0.339 0.298 0.642  1.600
O 6.519 2.540 -0.403  -0.484
C 6.267 1.166 -0.232  -0.641
C 4.784 0.980 -0.062  0.499
C 4.256 -0.294 0.124  -0.981
C 2.897 -0.428 0.272  -0.100
N 2.049 0.617 0.255  -0.367
C 2.558 1.848 0.078  0.236
C 3.914 2.059 -0.084  -0.626
C 1.568 2.966 0.076  0.229
C 1.961 4.274 -0.098  -0.660
C 1.010 5.288 -0.098  0.510
C 1.396 6.728 -0.281  -0.563
O 2.788 6.791 -0.480  -0.489
C -0.319 4.939 0.078  -1.322
C -0.646 3.614 0.251  -0.037
N 0.270 2.625 0.254  -0.200
H 7.463 2.688 -0.512  0.328
H 6.767 0.759 0.652  0.368
H 6.591 0.575 -1.095  0.365
H 4.891 -1.171 0.151  0.465
H 2.452 -1.406 0.404  0.370
H 4.319 3.048 -0.226  0.745
H 2.997 4.538 -0.239  0.735
H 1.078 7.281 0.608  0.376
H 0.837 7.126 -1.134  0.372
H 3.060 7.708 -0.586  0.329
H -1.108 5.682 0.088  0.562
H -1.672 3.325 0.394  0.202
C -2.537 0.246 -0.126  -1.798
C -3.194 1.550 0.160  1.174
C -3.362 1.972 1.483  -0.194
C -3.845 3.238 1.793  -0.780
C -4.170 4.114 0.766  0.424
C -4.060 3.694 -0.561  -0.623
C -3.582 2.430 -0.856  -0.280
C -4.604 5.463 1.071  -0.166
N -4.905 6.548 1.302  -0.433
H -2.583 -0.004 -1.191  0.443
H -3.049 -0.575 0.395  0.092
H -3.142 1.291 2.303  0.425
H -3.966 3.548 2.823  0.515
H -4.350 4.368 -1.358  0.503
H -3.486 2.126 -1.891  0.419
C 1.921 -5.491 -1.795  -1.215
C 0.710 -5.606 -0.883  -0.269
C 0.451 -4.372 -0.013  -0.834
S -0.152 -3.017 -0.997  0.383
O 0.014 -1.772 -0.082  -0.364
C -1.901 -3.328 -1.084  -0.697
C -2.653 -3.472 0.233  -0.354
C -4.158 -3.344 0.011  -1.490
H 2.016 -6.379 -2.417  0.382
H 2.839 -5.398 -1.212  0.323
H 1.863 -4.635 -2.471  0.331
H 0.837 -6.435 -0.185  0.366
H -0.189 -5.853 -1.455  0.268
H 1.370 -3.983 0.432  0.508
H -0.270 -4.550 0.784  0.334
H -1.970 -4.220 -1.717  0.653
H -2.275 -2.496 -1.686  0.378
H -2.313 -2.708 0.935  0.248
H -2.429 -4.438 0.686  0.376
H -4.415 -2.376 -0.425  0.327
H -4.696 -3.441 0.954  0.376
H -4.529 -4.121 -0.660  0.426

Molecular weight ... 555.53 g mol⁻¹
Charge ... +2
HOMO-LUMO gap ... 6.66 eV
ΔE to the lowest compared entry with this formula, charge and spin ... 0.2145 eV
2S+1 ... 1
DFT total energy ... -1835.98742 hartree

2.
This record from the Open Molecules 2025 dataset describes a molecular structure, C27H40Ge2P2Pd. The level of theory is the ωB97M-V functional and the def2-TZVPD basis.

Last column: Mulliken charge in e.
Atoms and positions in Å:
Pd 0.872 -0.188 0.094  -0.442
C 3.292 -0.518 2.804  -1.266
P 1.656 0.026 2.303  1.072
C 0.449 -0.748 3.387  -1.144
C 1.629 1.835 2.582  -1.492
C 0.813 2.641 1.575  -0.250
P 1.298 2.164 -0.112  1.024
C 3.038 2.631 -0.251  -1.629
C 0.413 3.170 -1.316  -0.798
H 3.480 -0.167 3.822  0.521
H 4.047 -0.116 2.130  0.368
H 3.348 -1.605 2.792  0.420
H 0.732 -0.531 4.421  0.536
H 0.450 -1.827 3.227  0.296
H -0.551 -0.359 3.193  0.212
H 2.674 2.154 2.573  0.411
H 1.264 2.020 3.596  0.636
H 0.995 3.708 1.730  0.679
H -0.263 2.478 1.684  -0.238
H 3.152 3.649 0.130  0.497
H 3.351 2.624 -1.294  0.508
H 3.681 1.956 0.312  0.426
H 0.510 4.229 -1.064  0.504
H -0.638 2.893 -1.358  -0.008
H 0.857 2.995 -2.298  0.436
C 4.751 -2.538 -1.341  -0.785
C 3.962 -3.117 -0.351  -1.086
C 2.892 -2.418 0.192  0.115
C 2.620 -1.155 -0.311  0.980
C 3.394 -0.546 -1.280  -0.617
C 4.460 -1.267 -1.813  -0.690
H 5.596 -3.081 -1.742  0.454
H 4.178 -4.114 0.009  0.487
H 2.275 -2.885 0.947  0.917
H 3.169 0.433 -1.686  0.400
H 5.059 -0.817 -2.594  0.477
C -3.280 3.253 -0.100  -1.119
Ge -3.440 1.423 0.532  0.565
C -3.257 1.381 2.469  -1.055
C -4.936 0.385 -0.208  -1.063
Ge -1.796 -0.124 -0.551  -1.195
C -1.640 -0.095 -2.451  1.447
C -1.053 -1.098 -3.241  -0.186
C -1.065 -0.987 -4.620  -0.921
C -1.671 0.110 -5.226  -0.481
C -2.268 1.108 -4.461  -0.861
C -2.242 1.014 -3.082  -0.035
C -1.325 -1.807 0.270  1.403
C -2.151 -2.169 1.356  -0.869
C -2.017 -3.407 1.958  -0.903
C -1.008 -4.272 1.536  -0.714
C -0.156 -3.915 0.501  -1.304
C -0.315 -2.695 -0.146  0.104
H -4.272 3.706 -0.055  0.479
H -2.931 3.342 -1.127  0.395
H -2.630 3.826 0.562  0.378
H -4.159 1.806 2.913  0.472
H -2.421 2.004 2.787  0.321
H -3.144 0.377 2.871  0.381
H -5.844 0.990 -0.183  0.480
H -5.114 -0.509 0.390  0.381
H -4.752 0.104 -1.245  0.430
H -0.628 -1.983 -2.797  0.403
H -0.622 -1.765 -5.227  0.470
H -1.692 0.180 -6.306  0.437
H -2.759 1.945 -4.941  0.469
H -2.721 1.788 -2.495  0.321
H -2.936 -1.506 1.690  0.275
H -2.694 -3.702 2.748  0.498
H -0.897 -5.238 2.012  0.452
H 0.612 -4.602 0.168  0.571
H 0.318 -2.474 -0.994  0.642

Molecular weight ... 678.20 g mol⁻¹
⟨S²⟩ ... 0.760
Charge ... +3
HOMO-LUMO gap (alpha / beta) ... 6.10 / 5.70 eV
ΔE to the lowest compared entry with this formula, charge and spin ... 3.0601 eV
2S+1 ... 2
DFT total energy ... -6016.25378 hartree

3.
This record from the Open Molecules 2025 dataset describes a gas-phase ion, C3H6NO2 (charge -1) at a distorted geometry. The level of theory is the ωB97M-V functional and the def2-TZVPD basis.

Last column: Mulliken charge in e.
Atoms and positions in Å:
N -0.336 1.590 -0.974  -0.473
C -0.539 0.577 0.040  -0.315
C 0.530 -0.549 -0.048  -0.538
C 0.459 -1.566 1.133  0.465
O 1.524 -1.965 1.598  -0.722
O -0.736 -1.828 1.459  -0.732
H 0.297 1.620 -1.753  0.169
H -1.123 2.079 -1.373  0.152
H -0.402 1.061 1.004  0.232
H -1.498 0.088 -0.075  0.265
H 1.498 -0.045 -0.020  0.291
H 0.325 -1.063 -0.992  0.205

Molecular weight ... 88.09 g mol⁻¹
Charge ... -1
Structure (SMILES) ... NCCC(=O)[O-]
HOMO-LUMO gap ... 8.00 eV
ΔE to the lowest compared entry with this formula, charge and spin ... 0.8034 eV
2S+1 ... 1
DFT total energy ... -323.18874 hartree

4.
This record from the Open Molecules 2025 dataset describes a molecular structure, C68H63N5O5PbS4Sb. The level of theory is the ωB97M-V functional and the def2-TZVPD basis.

Last column: Mulliken charge in e.
Atoms and positions in Å:
Pb 0.613 -0.397 0.372  1.360
S 0.112 -3.146 1.030  -0.595
C -1.598 -3.131 1.196  0.247
N -2.315 -4.279 0.878  0.593
C -3.745 -4.326 1.075  -0.902
C -4.327 -3.000 0.690  -0.499
N -3.723 -1.972 1.512  0.711
C -4.525 -0.756 1.609  -0.688
C -5.688 -0.947 2.551  -0.215
C -7.006 -0.862 2.113  0.033
C -8.066 -1.038 3.000  -0.770
C -7.812 -1.303 4.338  -0.361
C -6.494 -1.391 4.784  -0.689
C -5.443 -1.215 3.898  -0.444
C -2.326 -1.955 1.601  -0.379
S -1.544 -0.561 2.222  -0.042
C -1.688 -5.570 0.641  -2.048
C -1.828 -6.014 -0.799  0.571
C -1.003 -5.467 -1.782  0.287
C -1.148 -5.846 -3.109  -0.416
C -2.124 -6.769 -3.474  -0.664
C -2.949 -7.319 -2.503  -0.598
C -2.796 -6.943 -1.171  -0.352
H -4.000 -4.551 2.120  0.238
H -4.161 -5.110 0.440  0.481
H -5.404 -2.999 0.861  0.591
H -4.137 -2.814 -0.374  -0.071
H -4.886 -0.457 0.619  0.087
H -3.875 0.031 1.977  0.405
H -7.202 -0.649 1.065  0.410
H -9.088 -0.971 2.643  0.377
H -8.633 -1.437 5.032  0.373
H -6.291 -1.594 5.830  0.387
H -4.412 -1.281 4.238  0.437
H -2.155 -6.312 1.298  0.525
H -0.641 -5.478 0.906  0.720
H -0.256 -4.731 -1.490  0.256
H -0.496 -5.417 -3.860  0.404
H -2.240 -7.057 -4.514  0.391
H -3.709 -8.042 -2.778  0.358
H -3.433 -7.385 -0.409  0.366
C 6.465 -0.508 -0.545  -1.827
C 6.640 -1.583 -1.618  2.051
C 7.477 -0.988 -2.760  -1.644
C 7.388 -2.778 -1.006  -1.859
C 5.290 -2.063 -2.161  0.328
C 5.262 -2.926 -3.273  -0.126
C 4.081 -3.355 -3.846  -1.427
C 2.884 -2.914 -3.289  1.619
S 1.257 -3.178 -3.815  -0.588
C 0.675 -2.150 -2.506  0.545
N 1.610 -1.709 -1.732  1.013
C 2.883 -2.097 -2.154  -2.049
C 4.089 -1.669 -1.592  -0.442
C -0.750 -1.794 -2.354  0.607
C -1.666 -2.215 -3.325  -0.134
C -2.998 -1.851 -3.231  -1.497
C -3.402 -1.058 -2.159  -0.944
C -2.480 -0.656 -1.197  1.089
C -1.122 -1.001 -1.248  0.098
H 7.446 -0.119 -0.252  0.505
H 5.986 -0.912 0.351  0.264
H 5.852 0.327 -0.898  0.307
H 8.404 -0.565 -2.360  0.464
H 6.924 -0.189 -3.262  0.247
H 7.744 -1.739 -3.508  0.337
H 8.357 -2.455 -0.606  0.447
H 7.565 -3.561 -1.750  0.345
H 6.804 -3.211 -0.189  0.387
H 6.195 -3.272 -3.707  0.356
H 4.093 -4.008 -4.711  0.396
H 4.037 -1.008 -0.735  0.292
H -1.331 -2.825 -4.162  0.409
H -3.712 -2.170 -3.981  0.297
H -4.440 -0.745 -2.080  0.465
H -2.833 -0.034 -0.375  -1.033
O 0.612 1.419 -2.042  0.167
N 1.552 1.138 -2.917  0.121
C 1.154 0.671 -4.124  0.023
C 2.036 0.300 -5.105  -1.090
C 3.402 0.415 -4.844  -0.295
C 3.810 0.891 -3.620  -0.913
C 2.902 1.265 -2.596  0.461
S 3.379 1.738 -1.042  -0.318
H 0.081 0.601 -4.236  0.252
H 1.658 -0.085 -6.043  0.402
H 4.133 0.117 -5.589  0.327
H 4.859 0.982 -3.374  0.515
O 3.111 -1.521 1.723  -0.507
C 3.897 -1.218 2.601  -0.850
C 3.905 -0.054 3.484  1.016
C 4.957 -0.005 4.380  -0.242
C 5.100 1.023 5.298  -0.585
C 4.134 2.066 5.334  -0.514
C 3.095 2.060 4.467  -0.492
C 2.902 1.017 3.460  -0.545
O 1.953 1.076 2.668  0.638
N 6.202 1.029 6.204  0.996
O 6.286 1.944 7.025  -0.694
O 7.040 0.128 6.151  -0.689
H 4.758 -1.898 2.801  0.109
H 5.702 -0.792 4.375  0.455
H 4.255 2.852 6.065  0.499
H 2.351 2.851 4.475  0.370
C -2.054 5.917 1.434  -1.166
C -1.601 4.948 2.502  1.356
C -1.768 5.322 3.836  -0.745
C -1.398 4.486 4.884  -0.742
C -0.855 3.243 4.605  -1.230
C -0.678 2.856 3.280  -0.534
C -1.036 3.688 2.211  0.249
Sb -0.544 2.808 0.259  0.776
C -2.636 2.863 -0.423  0.995
C -3.608 2.908 0.587  -0.564
C -4.968 2.811 0.310  -0.762
C -5.387 2.674 -1.004  -1.029
C -4.439 2.602 -2.016  -0.781
C -3.067 2.662 -1.753  0.715
C -2.119 2.408 -2.901  -0.582
C 0.150 4.664 -0.607  1.137
C -0.495 5.286 -1.672  -0.598
C 0.059 6.390 -2.310  -1.056
C 1.282 6.884 -1.879  -0.697
C 1.910 6.302 -0.785  -0.830
C 1.356 5.208 -0.122  0.703
C 2.021 4.679 1.129  -1.252
H -2.739 6.656 1.857  0.481
H -2.559 5.399 0.618  0.050
H -1.206 6.451 0.999  0.226
H -2.203 6.293 4.056  0.357
H -1.537 4.808 5.910  0.328
H -0.559 2.574 5.406  0.515
H -0.217 1.896 3.077  0.253
H -3.297 3.016 1.620  0.239
H -5.689 2.841 1.120  0.456
H -6.444 2.613 -1.242  0.348
H -4.765 2.466 -3.043  0.324
H -2.646 2.463 -3.856  0.511
H -1.683 1.413 -2.798  -0.441
H -1.273 3.094 -2.919  0.115
H -1.467 4.930 -1.997  0.290
H -0.460 6.856 -3.140  0.422
H 1.742 7.727 -2.384  0.345
H 2.855 6.703 -0.430  0.341
H 2.956 5.204 1.327  0.498
H 2.243 3.612 1.042  0.037
H 1.364 4.806 1.993  0.161

Molecular weight ... 1487.51 g mol⁻¹
⟨S²⟩ ... 0.754
Charge ... -2
HOMO-LUMO gap (alpha / beta) ... 5.32 / 5.88 eV
ΔE to the lowest compared entry with this formula, charge and spin ... 0.0000 eV
2S+1 ... 2
DFT total energy ... -5304.88511 hartree

Question: Which of these has the highest ΔE to the lowest compared entry with this formula, charge and spin?
Answer: C27H40Ge2P2Pd

Question: Look up the charge of the first one.
Answer: +2

Question: The lowest molecular weight belongs to which entry?
Answer: C3H6NO2

Question: The lowest molecular weight belongs to which entry?
Answer: C3H6NO2